Density functional theory data (ωB97M-V with the def2-TZVPD basis set) for 9 unconnected molecules or ions with the total composition C44H97F6N5O6 in a non-equilibrium geometry.

```
! wB97M-V def2-TZVPD RIJCOSX def2/J DEFGRID3
* xyz 0 1
C -1.236 16.149 -9.988
C -1.444 17.229 -8.924
O -2.068 16.650 -7.745
C -3.397 16.464 -7.574
O -4.225 16.818 -8.400
C -3.809 15.696 -6.306
F -4.931 16.198 -5.784
F -4.130 14.431 -6.639
F -2.795 15.612 -5.366
H -0.635 16.496 -10.829
H -2.171 15.662 -10.265
H -0.605 15.346 -9.609
H -1.981 18.097 -9.308
H -0.502 17.655 -8.578
C -3.833 23.905 -12.176
C -3.273 23.705 -10.802
O -2.320 22.671 -10.815
C -1.889 22.311 -9.601
O -2.274 22.651 -8.502
C -0.705 21.314 -9.659
F -0.416 20.787 -10.844
F 0.382 21.907 -9.195
F -0.975 20.313 -8.828
H -2.963 23.979 -12.829
H -4.476 24.785 -12.197
H -4.311 23.022 -12.599
H -4.028 23.472 -10.051
H -2.948 24.681 -10.441
C -1.780 12.896 -8.275
C -0.901 12.313 -9.369
N -1.699 12.078 -10.583
C -2.457 10.816 -10.358
C -3.479 10.606 -11.497
C -0.807 11.993 -11.755
C -0.389 13.372 -12.182
H -2.411 13.706 -8.642
H -1.130 13.249 -7.474
H -2.444 12.189 -7.778
H -0.101 13.034 -9.537
H -0.336 11.434 -9.057
H -1.784 9.971 -10.213
H -3.050 10.835 -9.443
H -4.038 11.538 -11.587
H -3.067 10.410 -12.486
H -4.160 9.816 -11.181
H -1.214 11.423 -12.591
H 0.114 11.465 -11.506
H 0.236 13.995 -11.542
H -1.267 13.986 -12.377
H 0.227 13.171 -13.059
C -4.951 19.735 -10.157
C -4.605 19.703 -11.666
N -5.640 19.079 -12.512
C -5.407 19.288 -13.960
C -5.513 20.741 -14.473
C -5.923 17.697 -12.188
C -4.753 16.715 -12.356
H -4.150 20.217 -9.596
H -5.046 18.762 -9.674
H -5.897 20.269 -10.062
H -4.457 20.754 -11.912
H -3.676 19.151 -11.812
H -4.422 18.920 -14.249
H -6.005 18.717 -14.670
H -4.680 21.322 -14.076
H -5.412 20.741 -15.558
H -6.464 21.200 -14.202
H -6.696 17.342 -12.869
H -6.349 17.599 -11.189
H -4.326 16.930 -13.335
H -5.014 15.656 -12.361
H -3.961 16.924 -11.637
C -1.400 21.199 -13.973
C -1.397 19.955 -14.835
N -1.140 18.757 -14.022
C -1.629 17.623 -14.787
C -1.498 16.315 -14.019
C 0.260 18.689 -13.547
C 1.266 18.307 -14.690
H -0.443 21.524 -13.566
H -2.128 21.185 -13.162
H -1.689 22.030 -14.617
H -2.416 19.905 -15.218
H -0.651 20.084 -15.620
H -2.690 17.814 -14.949
H -1.141 17.529 -15.757
H -0.476 15.969 -13.864
H -1.972 16.330 -13.037
H -2.043 15.491 -14.479
H 0.338 17.924 -12.775
H 0.507 19.656 -13.108
H 1.356 19.167 -15.354
H 1.047 17.419 -15.282
H 2.317 18.159 -14.442
C -1.960 16.795 -2.403
C -1.367 15.378 -2.103
N 0.094 15.366 -1.952
C 0.557 16.136 -0.787
C 0.054 15.704 0.619
C 0.652 14.059 -1.963
C 0.799 13.488 -3.339
H -1.809 17.521 -1.604
H -3.035 16.639 -2.494
H -1.668 17.196 -3.373
H -1.808 15.070 -1.155
H -1.701 14.653 -2.846
H 0.232 17.149 -1.022
H 1.647 16.165 -0.820
H 0.546 16.369 1.330
H 0.296 14.653 0.779
H -1.014 15.894 0.727
H 1.621 14.140 -1.471
H 0.040 13.406 -1.340
H -0.094 13.477 -3.964
H 1.498 14.045 -3.962
H 1.181 12.469 -3.298
C -6.231 19.472 -6.415
C -4.832 19.989 -5.991
N -4.098 19.287 -4.895
C -4.898 19.254 -3.698
C -5.092 20.623 -2.988
C -2.772 19.828 -4.618
C -1.744 19.321 -5.601
H -6.119 18.504 -6.903
H -6.752 20.179 -7.060
H -6.905 19.276 -5.581
H -4.223 19.971 -6.895
H -4.934 21.044 -5.740
H -5.812 18.737 -3.991
H -4.491 18.612 -2.917
H -5.653 20.575 -2.055
H -4.138 21.090 -2.745
H -5.669 21.312 -3.604
H -2.406 19.462 -3.659
H -2.844 20.916 -4.632
H -2.015 19.476 -6.645
H -1.613 18.239 -5.598
H -0.739 19.740 -5.642
C 4.909 18.122 -9.473
C 4.117 16.897 -9.931
C 2.832 17.097 -10.685
O 4.560 15.782 -9.649
H 4.187 18.836 -9.077
H 5.508 18.478 -10.310
H 5.616 17.771 -8.721
H 2.438 16.186 -11.135
H 2.897 17.847 -11.473
H 2.131 17.349 -9.890
C 1.066 15.477 -6.645
C 1.466 16.783 -5.936
C 2.052 16.785 -4.539
O 1.498 17.761 -6.626
H 0.489 14.879 -5.939
H 1.952 14.956 -7.006
H 0.530 15.749 -7.554
H 3.035 16.336 -4.685
H 1.405 16.271 -3.828
H 2.211 17.816 -4.223
*
```

Values from the calculation:
SMILES string: CCOC(=O)C(F)(F)F.CCOC(=O)C(F)(F)F.CCN(CC)CC.CCN(CC)CC.CCN(CC)CC.CCN(CC)CC.CCN(CC)CC.CC(C)=O.CC(C)=O
HOMO, hartree: -0.2985
Largest force on an atom, eV/Å: 3.617
ΔE to the lowest compared entry with this formula, charge and spin, kcal per mole: 43.6